A 3-piece molecular cluster, C24H38BF16N2O6 overall, computed with ωB97M-V with the def2-TZVPD basis set.

Atoms and positions in Å:
F (6.976, -0.021, 2.328)
F (9.157, -0.676, 4.995)
F (7.980, 0.608, 8.542)
F (7.230, -1.268, 6.753)
F (7.542, 1.385, 3.894)
F (9.582, -0.089, 2.935)
F (-7.435, 4.683, -4.562)
F (8.294, 1.401, 6.529)
F (-5.671, 0.822, -6.385)
F (-6.400, 2.757, -4.571)
F (-5.560, 3.353, -7.210)
F (5.545, -0.365, 7.782)
F (-7.606, 1.916, -8.202)
F (-8.861, 0.221, -7.693)
F (-4.993, 4.764, -5.643)
F (-6.230, -0.397, -8.115)
O (5.890, 0.200, 5.696)
O (-8.341, 1.624, -6.097)
O (2.960, -1.451, 1.752)
O (1.546, -4.544, -0.586)
O (3.120, -4.776, 2.676)
O (2.254, -3.175, 3.983)
N (0.855, -5.936, 1.331)
N (2.276, -2.381, 0.892)
C (-3.370, 2.136, -2.617)
C (2.358, -3.815, 2.930)
C (0.112, -2.852, 2.057)
C (-0.523, -0.230, -0.088)
C (6.509, -0.138, 6.861)
C (1.525, -3.351, 1.704)
C (8.667, -0.690, 3.739)
C (-2.358, 1.430, -1.718)
C (-2.823, 0.038, -1.293)
C (-8.313, 3.027, -5.927)
C (6.159, -0.456, 4.466)
C (-7.875, 1.023, -7.232)
C (7.353, 1.017, 7.412)
C (-7.030, 3.651, -5.358)
C (7.344, 0.071, 3.637)
C (3.244, 0.951, 1.663)
C (-0.774, 0.346, 1.312)
C (-1.733, -0.900, -0.726)
C (-6.037, 4.270, -6.345)
C (-2.832, 3.486, -3.142)
C (-6.671, 0.119, -6.946)
C (3.512, -0.402, 1.003)
C (0.016, -1.552, 2.877)
C (-1.144, -0.651, 2.407)
B (1.334, -4.644, 0.801)
H (-0.340, -3.651, 2.651)
H (0.143, 0.866, 1.600)
H (2.403, 0.913, 2.351)
H (-4.291, 2.339, -2.072)
H (-0.474, -2.792, 1.134)
H (3.085, -0.383, -0.003)
H (-3.673, 0.139, -0.616)
H (-1.410, 1.385, -2.253)
H (-2.014, -1.254, 2.138)
H (-3.575, 1.505, -3.484)
H (3.021, -2.918, 0.450)
H (4.593, -0.534, 0.874)
H (-1.546, 1.122, 1.247)
H (0.937, -0.980, 2.842)
H (5.276, -0.249, 3.862)
H (1.385, -6.668, 0.864)
H (-6.501, 5.085, -6.908)
H (-0.085, -6.055, 0.949)
H (4.116, 1.294, 2.222)
H (-1.460, -0.054, 3.269)
H (6.711, 1.869, 7.643)
H (-9.068, 3.212, -5.164)
H (3.039, 1.720, 0.919)
H (6.187, -1.540, 4.579)
H (-6.962, -0.691, -6.274)
H (-3.226, -0.438, -2.193)
H (-0.083, 0.541, -0.720)
H (1.132, -3.724, -0.875)
H (-3.144, 4.277, -2.460)
H (-3.293, 3.693, -4.105)
H (0.256, -0.989, 0.020)
H (-8.652, 3.551, -6.822)
H (-2.208, -1.512, 0.043)
H (-0.165, -1.820, 3.913)
H (-1.423, -1.604, -1.499)
H (-1.748, 3.489, -3.222)
H (-2.237, 2.038, -0.817)
H (8.539, -1.725, 3.411)

Computed properties:
HOMO level = -0.1597 hartree
orbital gap = 5.89 eV
total charge = -1
F_max = 0.92 eV Å⁻¹

C28H47NO2P2V as an isolated structure at a distorted geometry, computed with ωB97M-V with the def2-TZVPD basis set.

Atoms and positions in Å:
V (-0.365, 1.404, 0.528)
P (-0.623, -1.061, -2.544)
P (-0.270, 2.174, -1.640)
O (-1.912, -1.497, 1.473)
O (-3.308, 2.641, 0.214)
N (-2.382, 0.547, 0.525)
C (-4.220, -0.622, 1.415)
C (-0.390, 1.651, 2.639)
C (-0.773, 4.187, 2.313)
C (0.138, -2.226, -3.755)
C (-1.312, 1.544, -3.039)
C (0.373, -3.282, -0.082)
C (0.811, -0.618, 2.951)
C (-2.352, -1.702, -2.641)
C (-0.100, 2.894, 1.985)
C (-1.369, 1.455, 3.733)
C (0.501, -3.659, 1.352)
C (3.242, -4.320, -0.187)
C (1.342, -2.100, -0.386)
C (2.362, -2.376, -1.443)
C (1.546, 1.347, 1.382)
C (1.475, 2.098, -2.242)
C (-0.690, 0.359, -3.752)
C (2.880, 0.788, 0.993)
C (1.099, 2.715, 1.209)
C (-2.726, -0.632, 1.148)
C (1.932, 3.833, 0.641)
C (-0.920, 3.864, -1.553)
C (1.688, -4.015, 1.871)
C (3.212, -3.389, -1.340)
C (3.018, -3.750, 1.250)
C (-4.692, 0.729, 0.929)
C (-3.430, 1.435, 0.489)
C (0.629, 0.701, 2.277)
H (3.089, -0.088, 1.621)
H (1.802, -1.749, 0.544)
H (-1.300, 0.026, -4.598)
H (0.673, -0.512, 4.038)
H (-1.592, 0.389, 3.833)
H (1.725, -4.481, 2.841)
H (0.071, -1.350, 2.589)
H (2.433, -1.628, -2.238)
H (1.831, -0.997, 2.813)
H (4.231, -4.790, -0.198)
H (0.044, -1.794, -4.758)
H (-4.364, -0.740, 2.493)
H (-2.339, -2.718, -3.058)
H (0.567, -4.126, -0.775)
H (-0.842, 4.317, -2.545)
H (3.297, -2.688, 1.313)
H (3.880, -3.599, -2.179)
H (3.658, 1.534, 1.196)
H (-0.080, 5.030, 2.228)
H (-0.364, -3.200, -3.737)
H (-2.940, -1.036, -3.284)
H (2.997, 3.574, 0.761)
H (-2.788, -1.726, -1.634)
H (-1.162, 4.143, 3.337)
H (-0.935, 1.799, 4.684)
H (-5.402, 0.643, 0.109)
H (0.327, 0.557, -4.120)
H (2.908, 0.491, -0.064)
H (-5.188, 1.312, 1.709)
H (1.913, 1.100, -2.085)
H (-1.972, 3.816, -1.235)
H (3.753, -4.269, 1.879)
H (0.713, -1.247, -0.696)
H (2.111, 2.807, -1.702)
H (1.205, -2.364, -3.564)
H (2.520, -5.124, -0.379)
H (-2.291, 1.298, -2.601)
H (-0.381, 4.464, -0.822)
H (-1.458, 2.381, -3.731)
H (1.718, 4.007, -0.420)
H (-0.663, -2.955, -0.242)
H (-1.639, 4.369, 1.673)
H (1.718, 4.783, 1.152)
H (1.516, 2.332, -3.311)
H (-0.412, -3.669, 1.952)
H (-2.292, 2.028, 3.582)
H (-4.714, -1.463, 0.918)

Computed properties:
HOMO level (alpha / beta) = -0.4881 / -0.4882 hartree
spin multiplicity = 2
ΔE to the lowest compared entry with this formula, charge and spin = 0.0000 eV
⟨S²⟩ = 0.82
orbital gap (alpha / beta) = 4.23 / 4.96 eV
total charge = +2
F_max = 7.88 eV Å⁻¹

The molecule C6H4O, computed with ωB97M-V with the def2-TZVPD basis set.

Atoms and positions in Å:
O (1.565, 2.363, 0.941)
C (1.251, 1.243, 0.603)
C (2.811, -0.908, 0.802)
C (-1.049, 0.317, -0.321)
C (2.141, 0.090, 0.721)
C (-2.223, -0.441, -0.737)
C (-0.040, 0.857, 0.064)
H (-3.147, 0.128, -0.613)
H (-2.285, -1.349, -0.129)
H (-2.133, -0.744, -1.785)
H (3.406, -1.792, 0.875)

Computed properties:
HOMO level = -0.3765 hartree
structure (SMILES) = C#CC(=O)C#CC
ΔE to the lowest compared entry with this formula, charge and spin = 2.3375 eV
orbital gap = 9.99 eV
total charge = 0
F_max = 0.62 eV Å⁻¹

C26H68F6N5O12S2Sr as an isolated structure at a distorted geometry, computed with ωB97M-V with the def2-TZVPD basis set.

Atoms and positions in Å:
Sr (2.383, 2.906, -0.643)
S (0.809, -0.131, -2.269)
S (1.374, -0.193, 0.336)
F (0.525, 2.080, -3.672)
F (-0.576, -1.195, 1.905)
F (-0.133, 0.925, 2.297)
F (-1.413, 1.274, -2.931)
F (-0.425, 0.285, -4.494)
F (-1.232, 0.494, 0.453)
O (1.980, -0.446, -3.047)
O (4.636, 2.112, 0.615)
O (-0.136, -1.167, -1.837)
O (3.174, -5.532, -3.804)
O (3.950, -5.290, 1.908)
O (-5.177, 4.215, -5.078)
O (-6.163, 0.979, 0.308)
O (2.379, 0.481, 1.179)
O (1.914, 1.862, 4.335)
O (0.338, 4.536, -0.540)
O (1.672, -1.613, 0.037)
O (-2.069, -5.470, 0.222)
N (4.102, 1.951, -2.255)
N (-3.647, 1.836, 1.333)
N (1.108, 0.917, -1.070)
N (1.952, 3.750, 1.814)
N (-2.009, -8.182, 0.770)
C (-3.792, 3.835, 0.137)
C (-3.144, -6.001, 1.032)
C (-4.139, -8.245, 1.753)
C (0.510, 5.003, 3.071)
C (2.822, -4.215, -3.462)
C (-1.883, -4.066, 0.508)
C (-4.875, 3.455, -3.955)
C (0.466, 5.332, 0.622)
C (5.518, 0.021, -2.447)
C (5.350, 2.521, 1.786)
C (2.307, 1.267, 5.594)
C (3.385, 1.972, 6.295)
C (-0.542, 5.052, -1.461)
C (-3.946, 2.193, -4.372)
C (4.628, 0.805, -1.493)
C (-4.572, 2.745, 0.822)
C (5.454, 1.297, -0.282)
C (-0.313, -0.011, 1.340)
C (0.668, 4.363, 1.788)
C (3.498, -4.793, 0.604)
C (1.953, -4.669, 0.737)
C (-3.325, -7.460, 0.657)
C (-5.497, 2.111, -0.232)
C (-7.376, 1.211, 0.965)
C (2.304, -3.494, -4.728)
C (-0.207, 1.036, -3.435)
H (6.450, 0.524, -2.704)
H (4.851, 3.294, 2.371)
H (-5.235, 5.127, -4.785)
H (1.820, 1.214, 3.633)
H (6.273, 3.021, 1.491)
H (5.611, 1.763, 2.524)
H (-2.974, 2.370, -4.833)
H (-0.157, 5.993, -1.854)
H (-2.765, 1.784, 0.844)
H (1.528, -5.672, 0.783)
H (-4.035, -5.403, 0.839)
H (-1.483, 5.382, -1.021)
H (-1.355, -3.876, 1.443)
H (-5.793, 3.056, -3.523)
H (-0.062, 3.553, 1.790)
H (-4.258, -9.267, 1.393)
H (-5.163, 3.025, 1.694)
H (-7.407, 1.866, 1.836)
H (3.985, -3.826, 0.484)
H (-4.143, 0.956, 1.350)
H (3.213, 3.048, 6.268)
H (2.802, -6.056, -3.091)
H (3.698, -3.781, -2.979)
H (-8.033, 1.651, 0.215)
H (-3.694, -8.292, 2.747)
H (-0.365, 6.027, 0.736)
H (4.959, 2.435, -2.483)
H (3.825, 1.568, -3.147)
H (5.956, 0.471, 0.220)
H (5.169, 0.030, -3.480)
H (2.555, 4.506, 2.104)
H (-4.969, 1.713, -1.098)
H (3.752, -5.444, -0.233)
H (-7.716, 0.182, 1.081)
H (1.114, 5.911, 3.085)
H (2.183, -2.435, -4.496)
H (5.798, -0.999, -2.185)
H (-2.807, -3.498, 0.616)
H (3.847, 0.067, -1.311)
H (-0.515, 5.245, 3.352)
H (0.829, 4.357, 3.889)
H (-2.013, -8.534, 1.717)
H (1.302, -3.832, -4.989)
H (-5.112, -7.758, 1.811)
H (1.620, -4.141, 1.630)
H (-1.264, -7.515, 0.630)
H (-3.604, 1.735, -3.444)
H (1.522, -4.160, -0.125)
H (6.324, 1.886, -0.574)
H (-4.523, 1.456, -4.929)
H (-2.906, -5.872, 2.088)
H (3.472, 1.540, 7.291)
H (-4.584, 4.094, -3.121)
H (3.016, -3.611, -5.545)
H (2.014, -4.162, -2.733)
H (-4.405, 4.652, -0.242)
H (-3.126, 3.577, -0.686)
H (2.696, 0.272, 5.376)
H (-6.124, 2.897, -0.654)
H (-3.157, 4.266, 0.912)
H (1.945, 3.187, 2.652)
H (1.463, 1.337, 6.281)
H (-0.734, 4.348, -2.271)
H (3.864, -6.246, 1.899)
H (-3.838, -7.536, -0.301)
H (1.286, 6.050, 0.618)
H (-1.281, -3.788, -0.357)
H (4.287, 1.622, 5.793)

Computed properties:
HOMO level = -0.3786 hartree
ΔE to the lowest compared entry with this formula, charge and spin = 2.6415 eV
orbital gap = 7.07 eV
total charge = +1
F_max = 4.40 eV Å⁻¹